No. 1
The following is a DFT calculation (ωB97M-V/def2-TZVPD) of C28H32CuN2O3S2 as an isolated structure.

Geometry (Å):
Cu: 0.40658 -1.18607 -0.21203
C: 2.71422 3.35425 3.03753
C: 1.94208 3.16471 4.34445
C: 1.02898 4.38266 4.54681
C: 2.95424 3.08345 5.49553
C: 1.08184 1.90138 4.32010
C: 0.37576 1.52460 5.48032
C: -0.43423 0.40688 5.52854
C: -0.55235 -0.36881 4.37974
S: -1.50077 -1.78692 4.06697
C: -0.92162 -1.77979 2.40267
N: -0.10335 -0.82378 2.13070
C: 0.12952 -0.00726 3.21684
C: 0.94792 1.12274 3.18537
C: -1.35750 -2.76342 1.39387
C: -2.31174 -3.72112 1.73580
C: -2.76360 -4.62518 0.78893
C: -2.24225 -4.56099 -0.49742
C: -1.28541 -3.60395 -0.81951
C: -0.79999 -2.65923 0.09742
H: 3.34936 4.23958 3.12188
H: 2.03965 3.51071 2.19593
H: 3.35684 2.49744 2.82435
H: 1.63064 5.29486 4.59383
H: 0.46261 4.30255 5.47797
H: 0.33428 4.47126 3.71080
H: 3.57687 3.98163 5.50220
H: 3.60716 2.21589 5.37647
H: 2.46786 3.00949 6.46975
H: 0.45732 2.13556 6.37108
H: -0.96528 0.15136 6.43706
H: 1.44593 1.35479 2.25159
H: -2.71070 -3.76319 2.74626
H: -3.50833 -5.36714 1.04971
H: -2.58487 -5.26068 -1.25276
H: -0.90283 -3.59561 -1.83586
N: -0.96667 0.42924 -3.15124
C: 0.30971 0.64326 -3.84510
C: 1.46822 0.20380 -2.96207
C: 1.55033 1.03273 -1.67163
O: 1.78888 2.23486 -1.77948
O: 1.36576 0.41052 -0.56597
H: -0.96241 -0.48653 -2.70936
H: -1.74398 0.44892 -3.80268
H: 0.41611 1.71054 -4.05265
H: 0.36556 0.10645 -4.80232
H: 2.39994 0.35240 -3.51344
H: 1.37329 -0.85936 -2.72437
C: -4.74153 -0.77147 2.31224
C: -3.71449 0.21276 1.82211
C: -3.24052 1.23116 2.64125
C: -2.25782 2.11046 2.19822
C: -1.74619 1.96012 0.92341
C: -2.20057 0.94557 0.08778
C: -3.19069 0.09144 0.53602
S: -0.33870 2.96002 0.43270
C: -1.07136 3.66463 -1.04961
O: -0.25125 4.07724 1.43098
H: -5.02151 -0.56715 3.34575
H: -4.35006 -1.79163 2.25778
H: -5.64512 -0.73703 1.69904
H: -3.62416 1.32330 3.65205
H: -1.85615 2.88609 2.83831
H: -1.75477 0.82521 -0.89220
H: -3.52397 -0.72185 -0.10073
H: -1.96741 4.21458 -0.76507
H: -1.27898 2.85026 -1.74329
H: -0.31755 4.32650 -1.47459

Cartesian forces (eV/Å) of the 6 atoms listed first:
-0.2 0.0 0.0
0.0 0.0 0.0
0.0 0.0 0.0
0.0 0.0 0.0
0.0 0.0 0.0
0.0 0.0 0.0

Results
- charge = -1
- HOMO energy (Eh) = -0.165
- energy relative to the best compared isomer or geometry (same formula, charge and spin) (kJ/mol) = 1.8
- orbital gap (eV) = 7.01



No. 2
The following is a DFT calculation (ωB97M-V/def2-TZVPD) of a 2-piece molecular cluster, C2HCl4NO2 overall.

Geometry (Å):
C: 0.69108 -0.36105 0.35455
C: -0.39148 2.78608 -0.13132
N: 0.91827 2.70147 0.16964
O: 1.63723 2.40659 -0.80427
O: 1.39355 2.81337 1.32241
Cl: 1.27458 -0.47741 -1.21900
Cl: 1.61015 0.01924 1.63061
Cl: -0.95043 2.50880 -1.72336
Cl: -1.51799 3.01083 1.19985
H: -0.27901 -0.51404 0.53004

Cartesian forces (eV/Å) of the 6 atoms listed first:
2.1 0.4 -1.7
-3.4 -0.1 0.9
3.7 -0.9 0.3
0.1 0.5 0.2
-1.5 0.5 -1.0
0.1 -0.1 0.1

Results
- charge = 0
- HOMO energy (spin up / spin down) (Eh) = -0.297 / -0.356
- energy relative to the best compared isomer or geometry (same formula, charge and spin) (kJ/mol) = 305.9
- orbital gap (spin up / spin down) (eV) = 5.38 / 9.17



No. 3
The following is a DFT calculation (ωB97M-V/def2-TZVPD) of an isolated ion of composition C4H8NO and charge +1.

Geometry (Å):
C: -1.48067 -1.20534 0.21328
C: -0.34699 1.22998 -0.52142
C: 0.95357 1.70369 -0.33412
C: -0.09832 -1.00459 0.74296
N: -0.74402 0.12716 -0.00397
O: 0.81425 -1.66653 -0.10104
H: -2.44313 -1.33100 0.81600
H: -0.96323 1.65192 -1.25596
H: 1.54015 1.05338 0.29439
H: 1.14867 2.68687 0.00154
H: 1.60666 1.79180 -1.27555
H: 0.11798 -0.99667 1.81233
H: -1.47536 -1.69355 -0.68888
H: 1.37044 -2.34714 0.30044

Cartesian forces (eV/Å) of the 6 atoms listed first:
-1.0 2.1 2.0
-1.4 -2.1 -0.4
4.4 0.0 -0.8
-0.1 -1.2 -1.5
0.5 -1.7 2.0
-0.1 1.0 0.3

Results
- charge = +1
- SMILES = C/C=[N+]1/C[C@H]1O
- HOMO energy (Eh) = -0.571
- energy relative to the best compared isomer or geometry (same formula, charge and spin) (kJ/mol) = 233.1
- orbital gap (eV) = 10.92



No. 4
The following is a DFT calculation (ωB97M-V/def2-TZVPD) of C8H24F2NaO4S4 as an isolated structure.

Geometry (Å):
Na: -10.04290 23.19021 -22.77003
F: -10.54537 20.73627 -22.35967
F: -7.61204 22.93095 -22.96318
C: -10.29987 26.54274 -22.78375
S: -9.70266 28.27295 -22.56960
O: -9.57962 28.58155 -21.09230
C: -7.98900 27.99826 -23.12043
H: -9.75927 26.07110 -23.60998
H: -11.33090 26.66400 -23.09227
H: -10.10595 25.90815 -21.92460
H: -7.57200 29.00341 -23.08753
H: -8.04288 27.60397 -24.13159
H: -7.52644 27.34625 -22.38526
C: -12.95820 22.25716 -22.98697
S: -13.39209 23.76161 -22.01614
O: -12.10367 24.46354 -21.73015
C: -14.19841 24.70913 -23.35499
H: -12.39304 22.55686 -23.86941
H: -13.93585 21.92582 -23.36660
H: -12.49716 21.44995 -22.41880
H: -15.16809 24.23990 -23.52823
H: -13.63269 24.73636 -24.28920
H: -14.31052 25.74801 -23.04993
C: -8.24869 24.40166 -18.31142
S: -8.12966 23.50390 -19.88812
O: -9.55444 23.31227 -20.30554
C: -7.43686 24.88103 -20.89570
H: -8.87810 23.72591 -17.72931
H: -8.67286 25.40207 -18.38761
H: -7.31789 24.48567 -17.74405
H: -7.54602 24.54112 -21.92725
H: -6.41759 25.11651 -20.59845
H: -8.08133 25.74632 -20.71086
C: -10.59433 23.54371 -27.82242
S: -9.82493 24.42474 -26.41193
O: -10.31102 23.84163 -25.11283
C: -8.14835 23.79620 -26.56180
H: -10.90331 22.53908 -27.54010
H: -9.85666 23.58375 -28.62098
H: -11.49217 24.09024 -28.10737
H: -8.09783 22.70760 -26.62415
H: -7.65361 24.01704 -25.61207
H: -7.62979 24.25449 -27.40335

Cartesian forces (eV/Å) of the 6 atoms listed first:
0.7 -1.3 0.5
-0.5 0.6 -0.3
-0.5 0.7 -0.2
0.7 0.7 -0.7
0.5 -0.7 1.0
-0.2 -0.2 -1.0

Results
- charge = -1
- HOMO energy (Eh) = -0.159
- energy relative to the best compared isomer or geometry (same formula, charge and spin) (kJ/mol) = 98.7
- orbital gap (eV) = 6.24



No. 5
The following is a DFT calculation (ωB97M-V/def2-TZVPD) of a 2-piece molecular cluster, C5H13N5S overall.

Geometry (Å):
C: 0.50555 2.19447 0.63308
C: -0.34098 1.41650 0.30788
C: -0.55913 -0.86202 0.22762
C: 1.80608 -0.43750 -0.35638
C: 1.66108 -0.02231 -1.84802
N: -1.03938 0.30481 0.25682
N: 0.85901 -1.07655 0.37327
N: 3.01440 -0.38152 0.17713
N: -3.64142 1.22353 0.37317
N: 1.39238 -1.80189 1.38577
S: -1.52602 -2.21603 -0.07860
H: 1.16882 3.13828 0.60337
H: 1.95642 1.02393 -1.99835
H: 0.56756 -0.01476 -2.20450
H: 2.27626 -0.62324 -2.52110
H: -2.49763 0.89251 0.35262
H: 3.15030 -0.92848 0.95135
H: 3.88545 -0.14034 -0.21037
H: -4.33538 0.83905 1.11372
H: -4.05934 1.19330 -0.56193
H: -3.50798 2.23551 0.59838
H: 0.75757 -2.62869 1.63253
H: -0.55831 -3.05738 -0.31242
H: 1.43695 -1.18477 2.25048

Cartesian forces (eV/Å) of the 6 atoms listed first:
2.2 4.0 -0.6
1.2 -0.5 1.0
1.8 -0.4 -0.4
1.3 0.2 -2.1
-2.3 1.1 0.7
-2.3 0.2 -0.5

Results
- charge = +2
- HOMO energy (Eh) = -0.613
- energy relative to the best compared isomer or geometry (same formula, charge and spin) (kJ/mol) = 211.0
- orbital gap (eV) = 8.94



No. 6
The following is a DFT calculation (ωB97M-V/def2-TZVPD) of one molecule with the formula C5H7NOS3.

Geometry (Å):
C: -1.04344 -0.88337 -0.67648
C: -0.61568 0.52999 -0.85662
C: -1.60552 -1.31188 0.47414
C: -1.11281 1.21065 0.34686
C: -1.18615 2.51322 0.73709
N: 3.64137 0.15101 0.37716
O: 1.44020 0.92516 1.74885
S: 1.27316 0.69866 -1.02089
S: -1.81491 0.01047 1.63696
S: 1.95863 -0.06788 0.80550
H: -0.86036 -1.50983 -1.59008
H: -0.81229 0.98320 -1.88350
H: -1.97617 -2.26220 0.87638
H: -1.74596 2.81930 1.60757
H: -0.79399 3.29035 0.10941
H: 3.79405 -0.36992 -0.42746
H: 4.39178 -0.03013 1.12046

Cartesian forces (eV/Å) of the 6 atoms listed first:
-0.2 -2.3 -1.7
1.1 -0.1 -0.1
0.2 1.5 0.1
-1.7 2.2 3.3
-0.1 -1.9 -1.4
0.2 1.6 2.8

Results
- charge = 0
- HOMO energy (Eh) = -0.291
- energy relative to the best compared isomer or geometry (same formula, charge and spin) (kJ/mol) = 84.6
- orbital gap (eV) = 8.26